(1)
24
Properties=species:S:1:pos:R:3:mulliken_charge:R:1 method="wB97M-V/def2-TZVPD" spin_multiplicity=1 gap_ev=9.484 de_lowest_kj_mol=13.8 homo_ev=-13.611 e_lumo_ev=-4.1 charge=+1 e_tot_ev=-36628.069 fmax_ev_per_a=3.85
O -5.49412 -0.64933 -1.03695 -0.228
C -4.52941 -0.11875 -1.36429 0.209
Hg 0.13020 1.86014 -0.81956 0.604
O -1.85596 -1.32881 1.57761 -0.202
C -2.42166 -1.17043 0.59065 0.208
C -1.48656 0.96008 -5.21465 0.144
O -2.62094 0.88063 -5.36874 -0.144
C -2.92476 1.26454 0.19190 0.177
O -3.57912 1.75994 0.99810 -0.234
C -2.24267 -1.33986 -2.07008 0.249
O -2.35275 -2.22145 -2.80616 -0.236
H -1.34197 2.49222 -0.45729 0.054
S 2.63970 1.54740 -1.18291 -0.328
C 2.60888 0.54366 0.21518 0.044
N 2.50869 0.98795 1.48381 -0.067
C 2.51785 -0.06561 2.48036 -0.370
C 2.60784 -1.33274 1.61940 -0.384
N 2.59231 -0.81266 0.25544 -0.067
H 2.37645 1.97627 1.68695 0.244
H 1.57490 -0.09753 3.03902 0.253
H 3.37771 0.10969 3.14202 0.294
H 1.74377 -1.98189 1.79478 0.271
H 3.50462 -1.91320 1.85207 0.274
H 2.66700 -1.35027 -0.60665 0.233


(2)
19
Properties=species:S:1:pos:R:3:mulliken_charge:R:1 method="wB97M-V/def2-TZVPD" spin_multiplicity=1 gap_ev=8.721 de_lowest_kj_mol=476.4 homo_ev=-9.133 e_lumo_ev=-0.4 e_tot_ev=-8459.416 fmax_ev_per_a=0.35
C 2.44511 -0.09521 -0.05562 -1.470
C 0.97385 -0.15751 0.31820 0.431
O 0.90533 -0.45501 1.69740 -0.571
C 0.28130 1.15983 -0.00424 0.081
C -0.51083 1.33930 -1.24528 -0.447
C -1.19219 1.40618 0.08631 -0.614
C -2.27711 -1.28725 0.23332 -0.968
H 2.55942 0.10958 -1.12460 0.346
H 2.93806 -1.04215 0.18103 0.370
H 2.93761 0.70099 0.51263 0.349
H 0.48477 -0.95111 -0.27161 0.180
H -0.00026 -0.28635 1.98984 0.371
H 0.80387 2.02267 0.41727 0.369
H -0.70142 0.43231 -1.82290 0.145
H -0.50995 2.24418 -1.84886 0.285
H -2.31621 -0.20926 0.44805 0.363
H -2.09953 -1.45000 -0.83292 0.236
H -3.24006 -1.71684 0.50907 0.331
H -1.48176 -1.76434 0.81291 0.213


(3)
17
Properties=species:S:1:pos:R:3:mulliken_charge:R:1 method="wB97M-V/def2-TZVPD" spin_multiplicity=1 gap_ev="7.682 / 8.379" de_lowest_kj_mol=596.5 homo_ev="-8.772 / -8.546" e_lumo_ev="-1.1 / -0.2" e_tot_ev=-19130.847 fmax_ev_per_a=2.59
C 1.98238 -1.23952 -0.78303 -0.672
C -1.44180 1.63502 -0.74609 -0.651
C -1.16998 -1.25376 1.64575 -0.995
N 2.04692 -0.11000 0.07741 -0.373
N -0.07499 1.12682 -0.76976 -0.261
O 0.84170 1.58237 1.60010 -0.593
S 0.74791 0.50140 0.62248 0.742
H 1.93564 -2.11000 -0.06685 0.242
H 2.77628 -1.15407 -1.49496 0.270
H 1.02136 -1.18619 -1.38297 0.244
H -2.06698 0.75948 -0.38699 0.154
H -1.51716 2.46934 0.01257 0.220
H -1.80436 1.99850 -1.70799 0.333
H -1.92226 -1.25848 0.84573 0.367
H -0.36253 -1.89005 1.60057 0.366
H -1.33912 -0.84085 2.63539 0.311
H 0.34700 0.96998 -1.70136 0.299


(4)
119
Properties=species:S:1:pos:R:3:mulliken_charge:R:1 method="wB97M-V/def2-TZVPD" spin_multiplicity=1 gap_ev=8.776 smiles="CCCCCCCCC1=C(F)C(=O)c2c(CC(=O)Br)cccc2C1=O.CC(C)O.CC(C)O.CC(C)O.CC(C)O.CC(C)O.CC(C)O" homo_ev=-9.524 e_lumo_ev=-0.7 e_tot_ev=-131728.567 fmax_ev_per_a=1.10
C 2.72167 1.72203 0.82893 0.218
C 3.43953 1.54257 -0.52988 -1.127
C 2.50844 1.82187 -1.72299 -0.400
C 2.64631 3.22922 -2.33335 -1.258
C 2.71744 4.36525 -1.30677 -0.514
C 1.33448 5.00866 -1.10489 -0.236
C 1.16464 5.58158 0.29147 -0.400
C -0.21118 6.24854 0.53129 -1.808
C -1.24974 5.19903 0.31923 0.256
C -1.92990 5.06681 -0.81593 0.833
F -1.79437 5.88953 -1.84997 -0.381
C -2.89265 3.95210 -1.00998 0.072
O -3.90469 4.08298 -1.64692 -0.616
C -2.48007 2.69277 -0.32519 0.449
C -2.71562 1.41443 -0.85596 1.037
C -3.42343 1.22255 -2.17846 -0.483
C -4.22386 -0.05729 -2.23553 0.204
O -5.31659 -0.16718 -1.83571 -0.484
Br -3.27538 -1.55698 -3.06446 -0.206
C -2.23640 0.31405 -0.13351 -0.877
C -1.56732 0.46130 1.08042 -1.073
C -1.34409 1.73184 1.61278 -1.423
C -1.79449 2.82609 0.88974 0.847
C -1.51701 4.20378 1.38181 0.334
O -1.49558 4.49582 2.54759 -0.642
H 1.64016 1.77439 0.70099 0.130
H 3.00667 2.65030 1.31810 0.096
H 2.88218 0.88382 1.50205 -0.134
H 4.23926 2.27798 -0.57427 0.503
H 3.86321 0.54612 -0.59050 0.380
H 1.46848 1.61712 -1.47697 0.230
H 2.74982 1.10860 -2.51353 0.372
H 1.76446 3.38458 -2.95540 0.405
H 3.48866 3.23347 -3.02107 0.444
H 3.05017 4.03371 -0.32955 0.448
H 3.40295 5.12358 -1.67773 0.343
H 0.60527 4.22548 -1.29612 0.113
H 1.18454 5.80681 -1.83142 0.266
H 1.21998 4.74324 0.99338 -0.036
H 1.97438 6.25527 0.56103 0.511
H -0.24382 6.56702 1.56919 0.454
H -0.35708 7.06736 -0.16454 0.404
H -2.67105 1.16223 -2.96584 0.399
H -4.08557 2.04042 -2.42331 0.457
H -2.37475 -0.69073 -0.50118 0.179
H -1.19609 -0.39095 1.62613 0.722
H -0.82642 1.87331 2.54609 0.934
C 1.40187 -2.76287 3.84256 -1.077
C 2.15627 -2.24934 2.62537 0.553
C 3.39390 -3.08546 2.34539 -1.453
O 2.51524 -0.87789 2.81339 -0.379
H 2.03383 -2.70741 4.73358 0.384
H 0.51529 -2.15312 4.02700 -0.014
H 1.08876 -3.79884 3.70732 0.437
H 1.49725 -2.26706 1.75597 0.171
H 4.08750 -3.04400 3.18868 0.297
H 3.92148 -2.70124 1.47085 0.357
H 3.13968 -4.12970 2.16900 0.396
H 3.10257 -0.82905 3.57593 0.252
C -2.43011 0.81108 6.06882 -1.411
C -2.42028 -0.07583 4.83381 0.599
C -2.66343 -1.53441 5.18970 -1.431
O -1.17745 0.06090 4.14278 -0.228
H -1.63470 0.51297 6.75818 0.324
H -2.25318 1.85140 5.79306 0.301
H -3.38334 0.74762 6.59489 0.424
H -3.18722 0.26293 4.13556 0.293
H -1.87510 -1.90130 5.85328 0.302
H -2.65135 -2.15486 4.29272 0.340
H -3.62344 -1.66539 5.69033 0.433
H -0.47464 -0.23152 4.73410 0.128
C -2.28757 -0.77037 -8.08993 -1.159
C -1.22720 -1.30562 -7.13923 0.415
C -1.49104 -2.75892 -6.77655 -0.898
O -1.17294 -0.50363 -5.95992 -0.457
H -3.27433 -0.81122 -7.61921 0.186
H -2.08661 0.27185 -8.34041 0.318
H -2.32259 -1.35078 -9.01308 0.388
H -0.24371 -1.21692 -7.60292 0.298
H -2.45492 -2.86324 -6.27174 0.007
H -0.72161 -3.12595 -6.09557 0.297
H -1.50331 -3.39433 -7.66322 0.386
H -2.03124 -0.55982 -5.52588 0.228
C 5.04230 -7.61631 1.20896 -1.320
C 5.68955 -6.35266 1.75490 0.591
C 7.15088 -6.58275 2.10842 -1.393
O 4.97270 -5.88540 2.89826 -0.505
H 5.06775 -8.41174 1.95888 0.339
H 3.99639 -7.43389 0.96066 0.320
H 5.55585 -7.97049 0.31427 0.375
H 5.61551 -5.55606 1.01336 0.251
H 7.23899 -7.34755 2.88500 0.352
H 7.59864 -5.66802 2.49744 0.336
H 7.72303 -6.90814 1.23869 0.376
H 5.01943 -6.56906 3.57509 0.300
C -6.01473 -2.56748 -5.30973 -1.024
C -5.85277 -3.68695 -6.32543 0.451
C -7.02177 -4.65898 -6.27894 -1.408
O -4.62617 -4.38253 -6.09655 -0.532
H -6.04601 -2.97159 -4.29468 0.327
H -5.16957 -1.88266 -5.35951 0.091
H -6.93168 -2.00216 -5.48416 0.430
H -5.77321 -3.26277 -7.32741 0.271
H -7.08756 -5.12796 -5.29335 0.357
H -6.88679 -5.45472 -7.01199 0.338
H -7.96655 -4.15336 -6.48301 0.375
H -4.67026 -4.76903 -5.21528 0.345
C 1.96264 4.65739 5.64407 -1.675
C 1.98546 3.78791 4.39671 1.093
C 1.77443 2.31866 4.73118 -0.866
O 3.22169 3.94542 3.70392 -0.528
H 2.76554 4.36491 6.32707 0.402
H 2.11990 5.70414 5.38281 0.388
H 1.01166 4.56906 6.17118 0.368
H 1.20666 4.12200 3.70832 -0.203
H 2.57595 1.95750 5.38365 0.560
H 1.79476 1.71118 3.82394 -0.053
H 0.81853 2.16118 5.23565 0.164
H 3.93091 3.64972 4.28377 0.356


(5)
14
Properties=species:S:1:pos:R:3:mulliken_charge:R:1 method="wB97M-V/def2-TZVPD" spin_multiplicity=1 gap_ev=8.783 de_lowest_kj_mol=404.9 smiles="OC[C@@H]1CN1C=S" homo_ev=-8.902 e_lumo_ev=-0.1 e_tot_ev=-18630.353 fmax_ev_per_a=6.16
O 1.69781 -1.87282 -0.21071 -0.474
C 1.39383 -0.62716 0.51531 -0.815
C 1.06651 0.53006 -0.31853 0.023
C 0.95340 1.89700 0.25574 -0.374
N -0.13882 1.28908 -0.47814 -0.209
C -1.36899 0.77958 -0.06434 -0.110
S -1.89282 -0.83058 0.06189 -0.255
H 0.83388 -2.26606 -0.33693 0.309
H 2.51240 -0.37366 0.70675 0.211
H 0.67802 -0.46121 1.21650 0.557
H 1.51606 0.40857 -1.33898 0.329
H 0.58183 2.20885 1.37593 0.217
H 1.36686 2.62062 -0.25893 0.320
H -2.08320 1.63429 0.34893 0.270


(6)
17
Properties=species:S:1:pos:R:3:lowdin_spin:R:1 method="wB97M-V/def2-TZVPD" spin_multiplicity=2 gap_ev="8.059 / 3.807" de_lowest_kj_mol=236.6 s_squared=0.7583 homo_ev="-18.936 / -18.660" e_lumo_ev="-10.9 / -14.9" charge=+2 e_tot_ev=-11346.270 fmax_ev_per_a=5.11
N 1.32238 -0.55924 0.75114 0.065
C 0.32508 0.46226 0.16077 0.014
C -1.08423 -0.08484 0.28470 0.060
C -1.44077 -0.61348 1.62501 0.095
O -0.52012 -0.82589 2.44384 0.612
C 0.66717 0.33376 -1.38706 0.014
N 0.18707 1.32338 -2.21822 0.050
O 1.22825 -0.57968 -1.85393 0.022
H 0.91676 -0.90028 1.74171 0.006
H 1.68530 -1.50281 0.32563 0.001
H 2.19525 -0.23854 0.97913 0.002
H 0.42872 1.35806 0.82530 0.000
H -1.88069 0.58839 -0.02571 0.001
H -1.41964 -0.75816 -0.59052 -0.001
H -2.47412 -0.92518 1.99634 0.059
H 0.29590 0.87052 -3.14716 0.001
H -0.43231 2.05173 -1.91098 0.001